# 1
Computed, not measured: C39H37BN12O4Ti as an isolated structure, with ωB97M-V/def2-TZVPD.

Geometry as ORCA input:
```
! wB97M-V def2-TZVPD RIJCOSX def2/J DEFGRID3
* xyz 1 2
Ti 0.186 0.025 -0.456
C -2.189 -3.687 0.900
C -3.242 -3.124 1.602
C -3.194 -1.778 1.927
C -2.094 -1.034 1.526
N -1.093 -1.572 0.817
C -1.141 -2.867 0.518
C -1.852 0.373 1.914
C -2.660 1.123 2.754
C -2.245 2.399 3.107
C -1.017 2.869 2.670
C -0.252 2.041 1.861
N -0.699 0.857 1.451
C 1.111 2.359 1.382
C 1.865 3.417 1.856
C 3.161 3.581 1.387
C 3.665 2.676 0.471
C 2.848 1.646 0.040
N 1.597 1.492 0.478
H -2.179 -4.738 0.648
H -4.086 -3.728 1.908
H -3.993 -1.324 2.495
H -0.296 -3.258 -0.037
H -3.590 0.728 3.137
H -2.867 3.015 3.742
H -0.667 3.847 2.963
H 1.461 4.099 2.591
H 3.768 4.403 1.741
H 4.664 2.772 0.072
H 3.195 0.926 -0.686
O -0.974 -1.073 -1.830
C -0.582 -1.997 -2.565
C 0.712 -2.586 -2.584
C 0.999 -3.516 -3.598
C 2.249 -4.049 -3.695
C 3.266 -3.680 -2.801
C 3.005 -2.791 -1.795
C 1.720 -2.224 -1.640
O 1.482 -1.422 -0.650
N 2.537 -5.015 -4.759
O 1.612 -5.361 -5.469
O 3.667 -5.457 -4.817
H -1.307 -2.403 -3.283
H 0.241 -3.804 -4.316
H 4.249 -4.112 -2.926
H 3.778 -2.500 -1.096
B 2.856 2.603 -3.265
C 1.848 1.539 -2.748
N 1.117 0.817 -2.211
H 2.762 2.713 -4.461
H 2.518 3.619 -2.679
H 3.952 2.221 -2.908
C 0.965 -0.855 3.667
N 1.563 -1.408 4.878
C 1.833 -2.831 4.642
N 2.717 -3.043 3.494
C 2.088 -2.451 2.317
N 1.822 -1.014 2.483
C 3.105 -0.356 2.771
N 3.758 -0.895 3.960
C 2.847 -0.732 5.097
C 3.973 -2.331 3.749
H 0.775 0.210 3.828
H 0.013 -1.360 3.484
H 0.886 -3.347 4.465
H 2.297 -3.256 5.533
H 1.142 -2.964 2.125
H 2.739 -2.587 1.451
H 2.932 0.714 2.916
H 3.767 -0.490 1.911
H 2.664 0.334 5.255
H 3.317 -1.140 5.993
H 4.449 -2.753 4.635
H 4.641 -2.469 2.897
N -8.879 3.216 -5.336
C -7.856 3.117 -4.825
C -6.577 2.990 -4.180
C -5.909 1.767 -4.199
C -4.675 1.648 -3.587
C -4.121 2.744 -2.940
C -4.781 3.963 -2.915
C -6.006 4.089 -3.542
N -2.858 2.611 -2.296
C -1.828 3.524 -2.314
C -0.830 2.983 -1.572
N -1.240 1.762 -1.078
C -2.455 1.564 -1.545
H -6.352 0.922 -4.707
H -4.129 0.715 -3.636
H -4.344 4.806 -2.395
H -6.532 5.033 -3.530
H -1.881 4.435 -2.883
H 0.159 3.374 -1.396
H -3.071 0.700 -1.362
*
```

Summary:
expectation value of S²	0.75
HOMO level (alpha / beta)	-10.959 / -10.983	eV
HOMO-LUMO gap (alpha / beta)	7.2 / 7.1	eV
E_tot	-90902.1314	eV

Löwdin population analysis, charges in e, atoms 1 to 8: 1.076 -0.012 -0.022 0.017 -0.203 0.063 -0.106 -0.198



# 2
Computed, not measured: an isolated ion of composition C2H5BrO2P and charge -1 at a distorted geometry, with ωB97M-V/def2-TZVPD.

Geometry as ORCA input:
```
! wB97M-V def2-TZVPD RIJCOSX def2/J DEFGRID3
* xyz -1 1
C -0.570 1.281 0.201
C 0.144 0.247 -0.642
O -1.027 -1.855 0.722
O 1.240 -0.976 1.583
P 0.274 -1.199 0.492
Br 1.469 -2.631 -1.178
H -1.554 0.903 0.481
H -0.004 1.445 1.118
H -0.690 2.235 -0.318
H 1.143 0.575 -0.930
H -0.425 -0.025 -1.530
*
```

Summary:
SMILES string	CC[P@](=O)([O-])Br
HOMO level	-5.308	eV
HOMO-LUMO gap	9.1	eV
E_tot	-85586.1476	eV

Löwdin population analysis, charges in e, atoms 1 to 8: -0.193 -0.384 -0.407 -0.407 0.119 -0.046 0.063 0.062



# 3
Computed, not measured: a 2-piece molecular cluster, C7H16NOSSi overall at a distorted geometry, with ωB97M-V/def2-TZVPD.

Geometry as ORCA input:
```
! wB97M-V def2-TZVPD RIJCOSX def2/J DEFGRID3
* xyz -1 1
C 1.945 -0.120 -2.722
C 2.774 1.241 -0.728
C -0.197 0.672 -1.076
C -2.301 0.851 2.452
C -0.085 -1.306 2.252
C -2.672 -1.576 0.628
C 2.092 0.076 -1.375
N -0.674 0.763 0.125
O 1.563 -1.079 -3.378
Si -1.368 -0.304 1.241
S 2.282 1.438 -3.763
H 2.744 2.117 -1.376
H 2.282 1.484 0.214
H 3.827 1.017 -0.514
H 1.854 0.847 -4.875
H -0.429 -0.155 -1.740
H 0.111 1.598 -1.544
H -2.729 1.696 1.923
H -3.113 0.330 2.957
H -1.637 1.246 3.215
H 0.513 -1.939 1.601
H 0.597 -0.641 2.774
H -0.562 -1.944 2.995
H -3.265 -1.993 1.442
H -3.364 -1.095 -0.061
H -2.208 -2.404 0.099
H 2.019 -0.820 -0.767
*
```

Summary:
HOMO level	-3.277	eV
HOMO-LUMO gap	6.6	eV
E_tot	-29770.3038	eV

Löwdin population analysis, charges in e, atoms 1 to 8: -0.856 -0.170 -0.163 -0.198 -0.189 -0.196 -0.313 -0.114



# 4
Computed, not measured: a 2-piece molecular cluster, H2N4O overall at a distorted geometry, with ωB97M-V/def2-TZVPD.

Geometry as ORCA input:
```
! wB97M-V def2-TZVPD RIJCOSX def2/J DEFGRID3
* xyz 0 1
N -2.846 1.011 0.283
N -1.153 -0.422 0.475
N -3.534 0.208 -0.071
N -0.446 -0.586 -0.475
O -4.326 -0.567 -0.293
H 0.107 0.119 -0.884
H -0.492 -1.365 -1.327
*
```

Summary:
HOMO level	-8.420	eV
HOMO-LUMO gap	9.2	eV
E_tot	-8034.9285	eV

List of Löwdin charges in e, atom by atom: 0.182 -0.031 -0.350 -0.142 0.118 0.067 0.155



# 5
Computed, not measured: a 3-piece molecular cluster, C2H6N4O overall at a distorted geometry, with ωB97M-V/def2-TZVPD.

Geometry as ORCA input:
```
! wB97M-V def2-TZVPD RIJCOSX def2/J DEFGRID3
* xyz 0 1
N -0.776 0.207 -0.363
C -0.795 -0.809 0.374
C 1.289 0.382 -0.018
N -2.898 -0.292 0.116
N 2.127 -0.579 -0.447
N 1.437 1.543 0.416
O -0.596 -1.886 0.761
H -0.823 1.138 0.030
H -3.138 0.649 0.436
H -3.138 -0.295 -0.876
H 1.792 -1.528 -0.503
H 3.131 -0.458 -0.360
H 2.388 1.929 0.434
*
```

Summary:
HOMO level (alpha / beta)	-8.720 / -7.149	eV
HOMO-LUMO gap (alpha / beta)	8.9 / 7.3	eV
E_tot	-10174.0490	eV

Löwdin population analysis, charges in e, atoms 1 to 8: 0.148 -0.424 -0.396 0.009 0.104 0.071 0.192 0.091



# 6
Computed, not measured: a 6-piece molecular cluster, C21H31Cl3O10 overall at a distorted geometry, with ωB97M-V/def2-TZVPD.

Geometry as ORCA input:
```
! wB97M-V def2-TZVPD RIJCOSX def2/J DEFGRID3
* xyz 0 1
O -1.658 -2.288 -1.360
C -1.877 -3.417 -1.792
O -1.543 -4.475 -1.111
C -1.925 -5.728 -1.786
C -2.766 -5.274 -2.988
C -2.516 -3.793 -3.103
H -2.461 -6.317 -1.050
H -0.999 -6.283 -2.076
H -3.840 -5.493 -2.826
H -2.459 -5.904 -3.849
H -3.420 -3.122 -3.314
H -1.902 -3.340 -3.948
O -4.168 -4.300 -0.058
C -4.616 -3.239 0.249
O -5.607 -2.553 -0.374
C -5.799 -1.201 0.150
C -4.863 -1.070 1.380
C -3.986 -2.254 1.205
H -6.893 -0.993 0.297
H -5.373 -0.593 -0.677
H -5.330 -1.182 2.389
H -4.281 -0.155 1.298
H -3.514 -2.698 2.062
H -3.139 -1.919 0.597
O -0.143 7.015 -0.798
C 0.851 6.369 -0.614
O 1.086 5.627 0.509
C 2.272 4.870 0.388
C 2.780 4.985 -1.043
C 1.981 6.074 -1.630
H 2.023 3.829 0.701
H 2.936 5.227 1.150
H 2.604 3.990 -1.567
H 3.855 5.121 -1.177
H 1.512 5.884 -2.604
H 2.535 7.014 -1.785
O 3.489 2.020 -1.043
C 4.286 1.798 -0.174
O 5.144 2.796 0.252
C 6.140 2.149 1.053
C 5.941 0.583 1.003
C 4.477 0.525 0.627
H 5.982 2.569 2.076
H 7.043 2.480 0.602
H 6.154 0.138 1.968
H 6.588 0.262 0.220
H 3.878 0.611 1.574
H 4.185 -0.212 -0.074
O 1.821 1.580 2.559
C 1.104 1.278 1.682
O 1.184 0.101 0.993
C 0.157 -0.093 0.035
C -0.897 0.990 0.367
C 0.047 2.084 1.006
H -0.128 -1.090 0.193
H 0.580 0.029 -0.991
H -1.621 0.745 1.138
H -1.351 1.352 -0.591
H -0.442 2.606 1.811
H 0.566 2.831 0.405
C -0.834 -3.298 2.403
Cl -0.652 -1.699 3.115
Cl -1.604 -4.371 3.526
Cl 0.816 -3.978 1.994
H -1.408 -3.201 1.425
*
```

Summary:
SMILES string	ClC(Cl)Cl.O=C1CCCO1.O=C1CCCO1.O=C1CCCO1.O=C1CCCO1.O=C1CCCO1
HOMO level	-9.942	eV
HOMO-LUMO gap	10.5	eV
E_tot	-80321.8775	eV

Löwdin population analysis, charges in e, atoms 1 to 8: 0.064 -0.524 0.019 -0.102 -0.158 -0.089 0.118 0.134